Here is 12 unconnected molecules or ions with the total composition C33H95N5O15 in a non-equilibrium geometry from the Open Molecules 2025 dataset. Energies are from ωB97M-V with the def2-TZVPD basis set.

Computed properties:
SMILES: COC[C@H](C)N.COC[C@H](C)N.COCCNCCOC.COCCNCCOC.COCCNCCOC.CO.CO.CO.CO.CO.CO.CO
Max |F|, eV/A: 1.3
HOMO-LUMO gap, Eh: 0.324
HOMO energy, eV: -8.44
Energy, hartree: -2716.45384

Last columns: bonded neighbours and bond lengths (Å).
Positions of all 148 atoms, in Å:
1 H -4.906 -0.243 -0.817  C67 1.092
2 H 1.145 -2.590 1.519  C132 1.090
3 H 3.081 -1.093 -4.213  C73 1.104
4 H -3.576 -2.333 -4.933  C59 1.092
5 C 1.604 0.536 -5.744  O31 1.415, H105 1.099, C119 1.515, H124 1.096
6 H -0.253 -4.331 2.416  C11 1.095
7 H -1.902 -2.624 1.773  N114 1.025
8 N 3.044 -2.749 0.652  H61 1.018, C132 1.455, C143 1.465
9 H -1.539 -2.661 4.646  C68 1.096
10 C -2.794 -4.134 3.742  H13 1.096, H32 1.091, H64 1.092, C68 1.524
11 C -0.294 -3.952 3.443  H6 1.095, H41 1.100, O49 1.404, C68 1.525
12 H 0.257 -5.609 6.210  C25 1.087
13 H -2.886 -4.666 2.789  C10 1.096
14 H -7.696 2.126 0.266  O135 0.958
15 H 2.841 6.709 1.528  C84 1.094
16 H 0.744 5.001 -3.122  C113 1.095
17 H 4.339 0.069 -4.013  C73 1.090
18 H 1.351 1.509 -1.132  C141 1.093
19 C 0.125 -2.807 -3.671  H82 1.093, H88 1.091, O104 1.418, H148 1.091
20 H 1.388 2.641 -5.948  C119 1.095
21 H 2.692 0.963 -2.097  C141 1.092
22 C 1.893 2.835 1.782  H23 1.094, N28 1.466, H115 1.097, C127 1.522
23 H 1.045 2.314 2.237  C22 1.094
24 H -3.999 1.747 3.150  C42 1.094
25 C 0.187 -4.689 5.636  H12 1.087, O49 1.422, H136 1.094, H137 1.093
26 H -2.008 -5.003 0.197  C140 1.097
27 C 6.911 1.413 3.510  H51 1.097, H103 1.099, O117 1.401, H123 1.090
28 N 3.078 2.675 2.630  C22 1.466, H99 1.019, C100 1.464
29 H -6.272 3.457 -1.162  C47 1.098
30 H 7.608 -2.566 -0.346  C79 1.086
31 O 2.687 0.837 -4.885  C5 1.415, C73 1.400
32 H -2.725 -4.883 4.531  C10 1.091
33 H -1.899 -1.682 -2.380  C87 1.099
34 C -0.719 0.789 4.119  H56 1.090, H60 1.095, O66 1.422, H76 1.097
35 H -5.541 3.064 0.382  C47 1.093
36 H 0.480 4.366 1.324  C127 1.100
37 H 6.872 -4.153 -0.665  C79 1.100
38 H -6.346 -1.227 -1.002  C67 1.090
39 H 1.311 6.578 0.585  C84 1.096
40 H -3.391 5.185 0.273  C118 1.092
41 H 0.546 -3.243 3.488  C11 1.100
42 C -4.525 0.839 2.842  H24 1.094, H50 1.086, H80 1.094, O120 1.428
43 H 0.921 -1.810 -0.816  C98 1.094
44 H -1.879 -0.622 -5.866  N83 1.021
45 C -1.828 0.621 -0.032  H46 1.095, O71 1.412, H92 1.098, H106 1.095
46 H -2.113 -0.382 0.302  C45 1.095
47 C -5.944 2.620 -0.531  H29 1.098, H35 1.093, O135 1.415, H139 1.088
48 O -1.955 -2.947 -0.155  H109 0.976, C140 1.418
49 O -0.097 -5.053 4.291  C11 1.404, C25 1.422
50 H -4.199 0.601 1.833  C42 1.086
51 H 7.097 0.436 3.973  C27 1.097
52 H -0.630 -0.819 2.996  O66 0.998
53 O -0.201 3.480 -2.030  C113 1.404, C122 1.419
54 H 3.231 -4.013 2.279  C143 1.093
55 H 1.189 0.032 -2.224  C141 1.094
56 H -0.598 1.863 3.972  C34 1.090
57 H -2.599 -1.625 2.838  N114 1.020
58 O -4.526 -2.269 -0.978  C67 1.427, H129 0.965
59 C -3.906 -1.498 -4.311  H4 1.092, H65 1.089, H89 1.092, C101 1.515
60 H -1.789 0.557 4.168  C34 1.095
61 H 3.654 -2.124 0.129  N8 1.018
62 C -0.780 3.103 -4.399  H63 1.100, C122 1.507, H126 1.092, N146 1.463
63 H -0.234 4.013 -4.692  C62 1.100
64 H -3.731 -3.593 3.893  C10 1.092
65 H -4.754 -1.028 -4.808  C59 1.089
66 O -0.110 0.028 3.083  C34 1.422, H52 0.998
67 C -5.360 -1.197 -0.541  H1 1.092, H38 1.090, O58 1.427, H110 1.095
68 C -1.595 -3.195 3.691  H9 1.096, C10 1.524, C11 1.525, N114 1.473
69 H -1.765 4.495 0.058  C118 1.095
70 H -2.020 4.002 -2.815  C122 1.099
71 O -1.288 1.470 0.959  C45 1.412, H91 0.982
72 H -0.453 -4.409 -0.317  C140 1.093
73 C 3.566 -0.240 -4.718  H3 1.104, H17 1.090, O31 1.400, H144 1.095
74 H 2.239 -1.198 1.849  C132 1.099
75 H -0.037 1.713 -6.542  C119 1.092
76 H -0.265 0.535 5.084  C34 1.097
77 H 0.766 1.980 -3.767  N146 1.018
78 H -1.554 0.711 -5.084  N83 1.026
79 C 7.115 -3.417 0.115  H30 1.086, H37 1.100, O94 1.415, H134 1.093
80 H -5.591 1.076 2.896  C42 1.094
81 H -1.715 -4.513 -1.508  C140 1.095
82 H -0.030 -3.051 -2.617  C19 1.093
83 N -2.339 0.083 -5.288  H44 1.021, H78 1.026, C101 1.468
84 C 2.360 6.266 0.651  H15 1.094, H39 1.096, H125 1.090, O130 1.413
85 H 4.086 -2.452 2.471  C143 1.101
86 H 1.205 4.823 -1.463  C113 1.092
87 C -1.590 -1.250 -3.343  H33 1.099, H95 1.098, C101 1.525, O104 1.411
88 H 0.983 -2.153 -3.841  C19 1.091
89 H -4.281 -1.928 -3.379  C59 1.092
90 H 4.772 -0.023 3.776  C93 1.099
91 H -0.760 0.926 1.583  O71 0.982
92 H -1.111 0.443 -0.843  C45 1.098
93 C 4.605 1.050 3.609  H90 1.099, C100 1.519, H111 1.093, O117 1.430
94 O 5.895 -2.924 0.633  C79 1.415, C147 1.397
95 H -0.825 -0.507 -3.081  C87 1.098
96 H 1.598 4.798 2.608  C127 1.096
97 H 5.615 -4.358 2.139  C147 1.100
98 C 1.307 -1.153 -0.030  H43 1.094, O121 1.417, C132 1.517, H138 1.095
99 H 3.866 3.017 2.082  N28 1.019
100 C 3.336 1.243 2.796  N28 1.464, C93 1.519, H131 1.097, H145 1.095
101 C -2.758 -0.551 -4.031  C59 1.515, N83 1.468, C87 1.525, H116 1.095
102 H 4.866 -4.706 0.568  C147 1.101
103 H 6.960 2.154 4.321  C27 1.099
104 O -1.080 -2.263 -4.182  C19 1.418, C87 1.411
105 H 1.981 0.318 -6.753  C5 1.099
106 H -2.700 1.100 -0.489  C45 1.095
107 O -2.978 3.545 1.426  H112 0.976, C118 1.410
108 H -0.310 5.601 -1.833  C113 1.096
109 H -2.833 -2.840 -0.570  O48 0.976
110 H -5.448 -1.112 0.548  C67 1.095
111 H 4.538 1.598 4.552  C93 1.093
112 H -2.503 2.701 1.303  O107 0.976
113 C 0.342 4.771 -2.130  H16 1.095, O53 1.404, H86 1.092, H108 1.096
114 N -1.740 -2.147 2.666  H7 1.025, H57 1.020, C68 1.473
115 H 2.017 2.342 0.810  C22 1.097
116 H -3.108 0.269 -3.396  C101 1.095
117 O 5.707 1.463 2.796  C27 1.401, C93 1.430
118 C -2.822 4.255 0.217  H40 1.092, H69 1.095, O107 1.410, H133 1.098
119 C 0.737 1.778 -5.774  C5 1.515, H20 1.095, H75 1.092, N146 1.473
120 O -4.275 -0.293 3.675  C42 1.428, H142 0.960
121 O 2.297 -0.277 -0.541  C98 1.417, C141 1.419
122 C -1.236 3.246 -2.970  O53 1.419, C62 1.507, H70 1.099, H128 1.096
123 H 7.724 1.653 2.825  C27 1.090
124 H 1.053 -0.359 -5.432  C5 1.096
125 H 2.848 6.655 -0.243  C84 1.090
126 H -1.649 3.023 -5.055  C62 1.092
127 C 1.536 4.307 1.630  C22 1.522, H36 1.100, H96 1.096, O130 1.409
128 H -1.713 2.312 -2.652  C122 1.096
129 H -5.082 -3.048 -0.853  O58 0.965
130 O 2.452 4.858 0.713  C84 1.413, C127 1.409
131 H 3.421 0.691 1.851  C100 1.097
132 C 1.921 -1.945 1.109  H2 1.090, N8 1.455, H74 1.099, C98 1.517
133 H -3.204 3.717 -0.660  C118 1.098
134 H 7.742 -3.916 0.858  C79 1.093
135 O -7.034 1.744 -0.313  H14 0.958, C47 1.415
136 H 1.126 -4.128 5.661  C25 1.094
137 H -0.630 -4.091 6.051  C25 1.093
138 H 0.530 -0.549 0.451  C98 1.095
139 H -5.176 2.088 -1.088  C47 1.088
140 C -1.528 -4.265 -0.458  H26 1.097, O48 1.418, H72 1.093, H81 1.095
141 C 1.820 0.610 -1.541  H18 1.093, H21 1.092, H55 1.094, O121 1.419
142 H -4.518 -0.104 4.584  O120 0.960
143 C 3.841 -3.264 1.768  N8 1.465, H54 1.093, H85 1.101, C147 1.512
144 H 3.995 -0.630 -5.647  C73 1.095
145 H 2.514 0.789 3.357  C100 1.095
146 N 0.044 1.897 -4.479  C62 1.463, H77 1.018, C119 1.473
147 C 5.121 -3.897 1.270  O94 1.397, H97 1.100, H102 1.101, C143 1.512
148 H 0.283 -3.751 -4.194  C19 1.091